[1]
# C17H35AsF12N5O11S2Tl

A structure of composition C17H35AsF12N5O11S2Tl (wB97M-V/def2-TZVPD, the Open Molecules 2025 dataset).

* multiplicity: 2
* net charge: -1
* HOMO-LUMO gap (alpha / beta): 9.2 / 4.8 eV

Geometry (Å):
1 Tl -0.0229 0.3957 -0.2338
2 As -2.0963 -1.0284 2.8783
3 F -1.0702 -2.5090 2.7887
4 F -2.2332 -1.0122 1.1063
5 F -3.1698 0.4116 2.9072
6 F -1.9740 -0.9565 4.6710
7 F -0.6091 -0.0130 2.6749
8 F -3.5744 -2.0435 2.9263
9 C -4.6191 3.1905 -0.3646
10 F -4.6199 2.7668 0.9093
11 F -5.6334 2.7188 -1.1435
12 F -4.7661 4.5310 -0.3342
13 S -2.9842 2.7399 -1.2476
14 O -3.1273 2.8126 -2.7209
15 O -2.0054 3.6963 -0.7761
16 O -2.5577 1.3851 -0.8113
17 C 4.6768 -0.6864 -3.0378
18 F 5.4167 -0.0585 -2.1129
19 F 4.2474 0.2128 -3.9375
20 F 5.4120 -1.5666 -3.7244
21 S 3.1336 -1.5689 -2.3320
22 O 2.4816 -2.1780 -3.4918
23 O 3.6114 -2.5470 -1.3624
24 O 2.3053 -0.5237 -1.6822
25 C 1.7080 -2.5712 3.2084
26 C 2.0974 -2.3479 1.7530
27 O 1.5684 -1.4667 1.1283
28 N 2.9163 -3.1856 1.1356
29 C 3.6453 -4.3522 1.7105
30 H 2.6146 -2.6958 3.8006
31 H 1.0954 -3.4574 3.3742
32 H 1.1656 -1.7294 3.6387
33 H 3.1708 -2.9465 0.1879
34 H 3.4063 -5.2411 1.1268
35 H 3.4481 -4.5018 2.7721
36 H 4.7232 -4.1991 1.6587
37 C -0.3218 -3.5882 -3.0094
38 C -1.2713 -3.0792 -1.9315
39 O -0.8515 -2.2099 -1.1871
40 N -2.5274 -3.5222 -1.8631
41 C -3.6339 -3.0345 -1.0332
42 H -0.7841 -4.3183 -3.6738
43 H 0.5904 -3.8995 -2.5005
44 H 0.0519 -2.7941 -3.6558
45 H -2.6577 -4.4279 -2.2906
46 H -4.5737 -3.2402 -1.5455
47 H -3.5852 -1.9733 -0.7890
48 H -3.6373 -3.5963 -0.0991
49 C 0.4155 0.2375 -5.2896
50 C -0.7732 0.1760 -4.2576
51 O -0.5712 0.3422 -3.0670
52 N -2.0313 -0.0418 -4.7336
53 C -3.2198 -0.0357 -3.9055
54 H 0.0499 0.1110 -6.3086
55 H 1.0139 -0.6540 -5.1019
56 H 1.0042 1.1383 -5.1157
57 H -2.1846 -0.0812 -5.7311
58 H -2.9638 -0.0164 -2.8462
59 H -3.9157 -0.8520 -4.0993
60 H -3.8065 0.8588 -4.1147
61 C -1.2926 3.1355 3.8523
62 C -1.1837 3.4058 2.3133
63 O -0.5313 2.6055 1.6666
64 N -1.7058 4.4800 1.7541
65 C -2.5177 5.4728 2.3879
66 H -2.2378 3.4710 4.2789
67 H -0.5371 3.7521 4.3392
68 H -1.0995 2.0871 4.0800
69 H -1.5727 4.5296 0.7541
70 H -1.9327 6.2813 2.8265
71 H -3.1709 5.0537 3.1533
72 H -3.2043 5.9076 1.6615
73 C 2.2615 1.5358 3.6896
74 C 2.9077 1.4665 2.3290
75 O 2.2540 1.3623 1.3115
76 N 4.2356 1.5946 2.3002
77 C 4.9966 1.6500 1.0226
78 H 3.0790 1.8038 4.3589
79 H 1.9171 0.5177 3.8714
80 H 1.4490 2.2514 3.8154
81 H 4.7243 1.7107 3.1765
82 H 4.8380 0.7352 0.4515
83 H 6.0448 1.7288 1.3108
84 H 4.6810 2.4875 0.4005

Atomic partial charges in e from the Mulliken method, atoms 1 to 2: number 1, Tl, carries 2.33; number 2, As, carries 2.00



[2]
# C17H35Br2F2O14PS4

A structure of composition C17H35Br2F2O14PS4 (wB97M-V/def2-TZVPD, the Open Molecules 2025 dataset).

* HOMO-LUMO gap: 8.6 eV

Geometry (Å):
1 C -3.1197 1.5026 -1.0891
2 C -2.3305 0.3484 -1.9417
3 Br -3.3899 -1.3862 -2.1270
4 C -0.9892 0.4205 -2.5516
5 Br 0.0279 2.1663 -2.2395
6 C -0.1675 -0.6918 -3.4046
7 C 0.8202 -1.3559 -2.2638
8 C 1.9191 -2.4234 -2.8423
9 C 3.1799 -1.7402 -3.6440
10 F 4.1024 -2.8719 -4.0191
11 O 0.6634 0.2172 -4.2741
12 S -0.5136 0.6120 -5.4960
13 O 0.0397 0.7903 -6.9652
14 O -1.2575 1.9958 -5.3387
15 O -1.6981 -0.6554 -5.3288
16 C -0.8366 -1.6185 -4.5648
17 F 0.3343 -1.7960 -5.5103
18 P -1.3729 -3.4087 -4.2961
19 O -0.9431 -3.9823 -2.8538
20 H -2.4988 2.4467 -0.8041
21 H -4.1140 1.7757 -1.6850
22 H -3.4369 0.9921 -0.0576
23 H 0.1219 -1.9490 -1.5051
24 H 1.3421 -0.5154 -1.5953
25 H 2.3752 -2.9826 -1.9077
26 H 1.4685 -3.2430 -3.5460
27 H 3.8188 -0.9970 -2.9968
28 H 2.8320 -1.2700 -4.6725
29 H -0.8498 -4.2457 -5.3591
30 H -2.8363 -3.5143 -4.3092
31 O 0.2974 -2.8905 1.6362
32 S -0.6669 -3.8823 1.2085
33 O -2.0551 -3.5517 0.9702
34 O -0.5988 -5.1586 2.2188
35 C -0.7377 -4.9321 3.6142
36 C -2.1893 -4.7177 3.9984
37 C -0.0308 -4.7056 -0.2301
38 H -0.1139 -4.0920 3.9367
39 H -0.3621 -5.8266 4.1218
40 H -2.5695 -3.7775 3.5880
41 H -2.3000 -4.6813 5.0859
42 H -2.8189 -5.5211 3.6026
43 H 0.9977 -5.0141 -0.0354
44 H -0.0593 -4.0006 -1.0633
45 H -0.6614 -5.5688 -0.4512
46 O 2.0074 -1.9608 7.8888
47 S 1.4478 -0.7918 7.2434
48 O 0.1142 -0.7882 6.6822
49 O 2.4928 -0.2585 6.1130
50 C 2.9542 -1.1703 5.1264
51 C 1.9126 -1.3905 4.0459
52 C 1.5953 0.5894 8.3492
53 H 3.2582 -2.1179 5.5831
54 H 3.8485 -0.7275 4.6757
55 H 1.0425 -1.9226 4.4417
56 H 2.3267 -1.9829 3.2249
57 H 1.5546 -0.4345 3.6505
58 H 2.6174 0.6307 8.7293
59 H 0.8948 0.4390 9.1731
60 H 1.3432 1.5036 7.8085
61 O -0.5021 5.8036 -0.0101
62 S -1.0617 6.9726 -0.6555
63 O -2.3953 6.9762 -1.2167
64 O -0.0167 7.5059 -1.7860
65 C 0.4447 6.5940 -2.7725
66 C -0.5969 6.3739 -3.8530
67 C -0.9142 8.3538 0.4503
68 H 0.7487 5.6465 -2.3158
69 H 1.3390 7.0368 -3.2232
70 H -1.4670 5.8418 -3.4572
71 H -0.1828 5.7815 -4.6740
72 H -0.9549 7.3299 -4.2485
73 H 0.1079 8.3951 0.8304
74 H -1.6147 8.2034 1.2742
75 H -1.1662 9.2680 -0.0904

Atomic partial charges in e from the Mulliken method, atoms 1 to 2: number 1, C, carries -0.94; number 2, C, carries 0.10



[3]
# C17H35BrCl2FN8O3P

An isolated molecule of C17H35BrCl2FN8O3P (wB97M-V/def2-TZVPD, the Open Molecules 2025 dataset).

* HOMO-LUMO gap: 5.5 eV

Geometry (Å):
1 C 3.7812 0.2958 -1.1436
2 C 3.0154 -0.0763 -0.2546
3 C 1.8256 -0.7211 0.5802
4 C 0.4282 -0.7012 -0.1747
5 C 0.3527 -1.8218 -1.2887
6 C 1.3016 -3.0920 -1.2227
7 N 0.7756 -3.9977 -2.3209
8 N 2.7187 -2.8483 -1.6523
9 N 1.2969 -3.9159 -0.0076
10 N 0.1902 0.7012 -0.6129
11 C 0.4932 1.1222 -1.9712
12 C -0.6810 0.9056 -3.0630
13 O -0.0606 1.1443 -4.3501
14 C 0.3445 1.6762 0.3989
15 N 1.2322 2.6677 0.3300
16 N 1.3987 3.5924 1.3697
17 C 2.5700 3.2634 2.2155
18 C 3.9568 3.1687 1.4441
19 N -0.4011 1.5602 1.6054
20 P -1.6657 2.7784 1.8385
21 O -1.1077 3.8827 3.0252
22 Cl -1.9566 3.9699 0.1349
23 C -0.7560 0.2017 2.0413
24 F 0.0679 -0.2566 3.1268
25 Br -2.5275 0.4295 3.0138
26 C -0.8503 -0.8802 0.8537
27 C -0.8895 -2.2696 1.5943
28 N -1.4768 -3.4436 0.9439
29 C -2.1383 -0.4455 0.0188
30 C -3.5194 -1.1829 0.2972
31 C -4.6895 -0.1080 0.2633
32 O -5.1338 0.2145 -1.0637
33 H 4.5370 0.3512 -1.9733
34 H 2.2093 -1.7348 0.8874
35 H 1.8624 -0.1313 1.5545
36 H -0.7057 -2.2460 -1.3607
37 H 0.5253 -1.4611 -2.3583
38 H -0.1535 -4.2813 -1.9597
39 H 1.4093 -4.8029 -2.3317
40 H 3.3406 -2.7791 -0.8448
41 H 2.7808 -2.0343 -2.2673
42 H 1.1631 -4.9113 -0.1899
43 H 2.1493 -3.8461 0.5563
44 H 0.8003 2.2076 -2.1259
45 H 1.3730 0.5208 -2.3847
46 H -1.5187 1.6528 -2.8727
47 H -1.0603 -0.1620 -3.0688
48 H 0.4143 0.3129 -4.5591
49 H 1.8454 2.8053 -0.4793
50 H 1.4772 4.5384 0.9830
51 H 2.6746 4.1287 2.9531
52 H 2.3688 2.3517 2.8603
53 H 4.8396 3.2426 2.1608
54 H 4.0215 2.1399 0.9823
55 H 4.0630 3.9157 0.5956
56 H -1.6469 4.6971 2.8817
57 H 0.1877 -2.5311 1.8811
58 H -1.4203 -2.1658 2.6011
59 H -1.8852 -3.3052 0.0231
60 H -2.1738 -3.9101 1.5283
61 H -2.0046 -0.5334 -1.1104
62 H -2.3533 0.6665 0.1717
63 H -3.7070 -1.9341 -0.5425
64 H -3.5732 -1.7624 1.2632
65 H -5.5500 -0.5387 0.8839
66 H -4.3712 0.8463 0.7870
67 H -5.3498 1.1758 -1.0260
68 Cl -4.4639 3.7037 -0.0690

Atomic partial charges in e from the natural (NBO) method, atoms 1 to 2: number 1, C, carries -0.28; number 2, C, carries -0.03